No. 1
C5H21NO7 | ωB97M-V with the def2-TZVPD basis set

Structure (ORCA input):
```
! wB97M-V def2-TZVPD RIJCOSX def2/J DEFGRID3
* xyz 0 1
O 0.4597 0.0854 0.0018
C -0.1326 0.3185 -1.0359
C -1.1285 1.4281 -1.2095
C -2.5194 0.8123 -0.7955
C -2.6047 -0.6824 -1.0250
C -2.5605 -1.4862 0.0313
N -0.7774 2.5189 -0.2893
H 0.1693 -0.2007 -1.9507
H -1.2019 1.8454 -2.2116
H -3.3017 1.3162 -1.3660
H -2.7395 1.0282 0.2570
H -2.9993 -0.9806 -1.9898
H -2.6649 -2.5598 -0.1976
H -2.2464 -1.5089 1.0657
H -0.7811 2.2602 0.6876
H -1.1896 3.4052 -0.5157
H 0.7195 -3.9657 0.8710
H 0.0519 -2.5876 1.0303
O -0.0355 -3.5032 1.2440
H -0.4087 0.0035 1.7080
H -0.3974 -0.1070 3.2537
O -0.6711 0.4868 2.5379
H 0.7547 -2.1611 -1.1674
H 1.6240 -1.9207 -2.3168
O 0.8149 -2.3876 -2.0859
H 3.8591 -1.1344 0.1972
H 2.3170 -1.1650 -0.3979
O 3.1117 -1.6384 -0.1285
H 1.7680 1.9146 0.2740
H 2.6606 2.9835 -0.3301
O 2.2932 2.1069 -0.5220
H 1.6137 3.0754 1.8264
H 0.7643 1.8475 2.3995
O 1.6523 2.1785 2.2094
*
```

Computed properties:
SMILES: C=CC[C@@H](N)C=O.O.O.O.O.O.O
E_HOMO (eV): -9.19
LUMO level (eV): 0.3
Energy relative to the best compared isomer or geometry (same formula, charge and spin) (kcal per mole): 73.5
Molar mass (g mol⁻¹): 207.2
Frontier orbital gap (eV): 9.47

natural (NBO) atomic charge list, values in e, 6 entries: -0.635, 0.499, -0.165, -0.444, -0.215, -0.392

---

No. 2
C29H27CdFN6O2S7 | ωB97M-V with the def2-TZVPD basis set

Structure (ORCA input):
```
! wB97M-V def2-TZVPD RIJCOSX def2/J DEFGRID3
* xyz -2 1
Cd 0.0000 0.0000 0.0000
N -2.4018 0.2738 -3.2945
C -1.3036 0.4565 -4.0932
C -0.2295 0.4160 -3.2331
N -0.6469 0.2146 -1.9421
C -1.9503 0.1341 -2.0151
C -2.6799 -0.0739 -0.8355
N -2.0302 -0.1799 0.2947
C -2.9994 -0.3741 1.2458
C -4.2510 -0.3841 0.6729
N -4.0280 -0.1900 -0.6649
H -3.3625 0.2483 -3.6003
H -1.3778 0.5943 -5.1622
H 0.8212 0.5206 -3.4714
H -2.7417 -0.4957 2.2901
H -5.2418 -0.5079 1.0859
H -4.7325 -0.1426 -1.3851
C 3.2451 3.9175 1.1319
S 2.6341 4.7012 -0.3776
C 3.3379 3.6382 -1.5709
C 2.9600 2.3571 -1.8037
S 1.7457 1.3357 -1.0819
S 3.8607 1.5399 -3.0891
C 4.8981 2.8738 -3.5229
S 6.0539 2.7989 -4.7293
S 4.6187 4.3048 -2.5585
H 3.0427 4.5798 1.9784
H 4.3258 3.7573 1.0761
H 2.7470 2.9659 1.3255
O -1.3614 -2.0684 8.6422
C -0.5678 -1.0185 8.3249
O 0.0501 -0.3709 9.1523
C -0.4867 -0.8020 6.8632
C -1.6382 -0.8534 6.0662
C -1.5282 -0.6990 4.6839
C -0.2761 -0.4825 4.1099
S -0.1472 -0.3141 2.4122
C 0.8671 -0.3997 4.9054
C 0.7628 -0.5545 6.2891
H -1.6354 -2.5817 7.8563
H -2.6219 -0.9949 6.5018
H -2.4178 -0.7428 4.0602
H 1.8395 -0.2170 4.4542
H 1.6543 -0.4920 6.9059
F -1.1461 5.8294 1.8831
C -0.9117 4.5768 1.4707
C 0.2258 3.9111 1.9153
C 0.4688 2.6068 1.4851
C -0.4264 1.9825 0.6164
C -1.5647 2.6576 0.1755
C -1.8098 3.9620 0.6043
H 0.9123 4.4108 2.5909
H 1.3517 2.0716 1.8219
H -2.2547 2.1617 -0.5007
H -2.6904 4.5009 0.2707
C 4.5298 -2.3884 -2.2136
C 3.1090 -2.2057 -2.6456
C 2.7453 -1.9393 -3.9040
C 1.2885 -1.7935 -4.1301
N 0.3875 -1.9064 -3.2072
C 0.7942 -2.1799 -1.9263
S -0.2560 -2.3535 -0.6313
N 2.1409 -2.3216 -1.6821
C 0.8291 -1.4926 -5.5340
H 5.2274 -2.2774 -3.0506
H 4.6746 -3.3869 -1.7879
H 4.7973 -1.6458 -1.4547
H 3.4383 -1.8311 -4.7260
H 2.3959 -2.5232 -0.7220
H 1.6713 -1.4194 -6.2267
H 0.2838 -0.5442 -5.5394
H 0.1609 -2.2896 -5.8732
H 1.5482 -0.7141 0.4210
*
```

Computed properties:
E_HOMO (spin up / spin down) (eV): -0.23 / -0.23
LUMO level (spin up / spin down) (eV): 3.6 / 3.6
Molar mass (g mol⁻¹): 847.5
Frontier orbital gap (spin up / spin down) (eV): 3.85 / 3.86

Mulliken atomic charge list, values in e, 6 entries: 1.778, -0.110, -1.246, -1.182, 0.616, 0.283

---

No. 3
C17H22Cl3N2O6PS2SnTe | ωB97M-V with the def2-TZVPD basis set

Structure (ORCA input):
```
! wB97M-V def2-TZVPD RIJCOSX def2/J DEFGRID3
* xyz 0 1
Sn -0.2694 -1.5350 0.8862
C -2.2359 -0.1909 4.4510
C -2.1217 -1.3873 3.5228
C -1.9062 -2.6783 4.2952
O -1.0666 -1.1802 2.6071
H -3.0916 -0.3026 5.1203
H -2.3624 0.7250 3.8704
H -1.3308 -0.1024 5.0626
H -3.0708 -1.4769 2.9816
H -0.9469 -2.6382 4.8207
H -1.8845 -3.5271 3.6087
H -2.7031 -2.8333 5.0257
S 3.7440 -2.5647 3.5349
C 2.5148 -2.8424 2.5270
N 1.6269 -3.0515 1.7825
S 1.7412 2.7441 2.6744
C 1.0810 1.1569 2.8480
N 1.6351 0.2216 2.1556
C 2.6944 0.7382 1.4013
C 3.5261 0.0028 0.5567
C 4.5052 0.6645 -0.1512
C 4.6635 2.0545 -0.0390
C 3.8670 2.7918 0.8116
C 2.8962 2.1138 1.5496
H 0.2433 0.9711 3.5109
H 3.3731 -1.0633 0.4439
H 5.1588 0.1063 -0.8098
H 5.4204 2.5584 -0.6267
H 4.0227 3.8560 0.9376
Cl -2.4446 -2.0480 -4.0247
C -2.1149 -2.6443 -2.3948
Cl -2.8581 -4.2519 -2.1863
Cl -0.3484 -2.8092 -2.1988
C -2.7668 -1.7093 -1.2970
O -3.7634 -1.1108 -1.6360
O -2.2074 -1.7604 -0.1511
C 1.3779 -0.4257 -4.4320
C 0.8299 0.9650 -4.2144
O -0.2684 0.9320 -3.2637
P -0.0742 1.1994 -1.7231
O 0.7492 0.1974 -1.0113
Te 0.8835 3.4271 -1.4828
O -1.5531 1.1913 -1.1921
C -2.5643 2.1945 -1.5029
C -3.3236 1.8665 -2.7658
H 2.2110 -0.3777 -5.1370
H 0.6091 -1.0855 -4.8353
H 1.7334 -0.8453 -3.4898
H 0.4126 1.3792 -5.1287
H 1.6064 1.6413 -3.8580
H -2.0802 3.1707 -1.5700
H -3.2175 2.2040 -0.6359
H -2.6537 1.8093 -3.6236
H -4.0639 2.6500 -2.9427
H -3.8342 0.9094 -2.6616
*
```

Computed properties:
E_HOMO (spin up / spin down) (eV): -8.79 / -8.25
LUMO level (spin up / spin down) (eV): -2.9 / -3.6
Energy relative to the best compared isomer or geometry (same formula, charge and spin) (kcal per mole): 37.5
Molar mass (g mol⁻¹): 798.1
Frontier orbital gap (spin up / spin down) (eV): 5.92 / 4.67

natural (NBO) atomic charge list, values in e, 6 entries: 1.837, -0.620, 0.118, -0.620, -1.049, 0.215

---

No. 4
C24H56AsF6N8O8 | ωB97M-V with the def2-TZVPD basis set

Structure (ORCA input):
```
! wB97M-V def2-TZVPD RIJCOSX def2/J DEFGRID3
* xyz -1 1
As 0.7405 -0.4427 1.0279
F 1.8471 0.9081 1.0543
F 2.0892 -1.4886 1.4090
F -0.3494 -1.8144 1.0692
F -0.6337 0.5892 0.7291
F 1.1134 -0.6316 -0.6689
F 0.5045 -0.1840 2.7575
C 0.6651 -0.7010 -4.1711
C -0.6705 -0.5476 -4.8450
O -1.2556 -1.4442 -5.4286
N -1.2004 0.6938 -4.7218
C -2.4337 1.0254 -5.4015
H 0.9430 -1.7557 -4.1780
H 0.7288 -0.3430 -3.1429
H 1.4511 -0.1772 -4.7220
H -0.6863 1.4429 -4.2915
H -2.3130 1.3096 -6.4518
H -2.7952 1.9719 -4.9841
H -3.1695 0.2428 -5.2563
C 2.8309 5.2219 -3.9311
C 2.1602 3.9222 -3.4834
O 1.0465 3.6165 -3.9001
N 2.8623 3.1398 -2.6483
C 2.4842 1.8266 -2.1992
H 2.2626 6.0575 -3.5232
H 2.8663 5.2821 -5.0141
H 3.8395 5.3313 -3.5251
H 3.7731 3.4813 -2.3914
H 2.1085 1.2529 -3.0546
H 1.6188 1.8287 -1.5356
H 3.3286 1.2987 -1.7724
C -3.3112 -2.8742 0.6624
C -3.9785 -1.6654 0.0547
O -4.7743 -0.9942 0.7029
N -3.7399 -1.3302 -1.2537
C -2.8082 -1.9339 -2.1882
H -2.4236 -3.1594 0.0990
H -4.0403 -3.6776 0.7497
H -2.9068 -2.7005 1.6579
H -4.1262 -0.4136 -1.4204
H -3.3582 -2.4995 -2.9413
H -2.0948 -2.5776 -1.6797
H -2.1956 -1.1575 -2.6533
C 0.7987 -4.4887 0.3671
C -0.0963 -4.8797 -0.8024
O -0.9548 -5.7437 -0.7544
N 0.1834 -4.1633 -1.9210
C -0.4697 -4.2406 -3.2190
H 0.1092 -4.0943 1.1068
H 1.4430 -3.6948 0.0029
H 1.2986 -5.3902 0.7104
H 0.8732 -3.4353 -1.8626
H -1.0347 -5.1683 -3.2613
H 0.2851 -4.1660 -3.9998
H -1.1375 -3.3824 -3.3121
C 7.4964 -2.1972 -3.4228
C 6.5270 -1.8243 -2.3106
O 6.9274 -1.5644 -1.1885
N 5.2077 -1.8779 -2.6154
C 4.1306 -1.6177 -1.6663
H 7.8245 -1.2373 -3.8270
H 6.9712 -2.7523 -4.1992
H 8.3210 -2.7590 -3.0037
H 4.9287 -1.9371 -3.5783
H 4.4718 -1.1210 -0.7654
H 3.7092 -2.5833 -1.3702
H 3.3101 -1.1034 -2.1624
C 0.6805 4.3327 0.4964
C 0.9382 4.4241 1.9995
O 1.1780 5.4575 2.6054
N 0.9071 3.2022 2.5780
C 1.2085 2.9407 3.9691
H 0.9668 5.2551 -0.0051
H -0.3736 4.1168 0.3358
H 1.3377 3.5522 0.1146
H 0.7699 2.3993 1.9840
H 1.5608 3.8821 4.3935
H 2.0412 2.2372 4.0090
H 0.3376 2.5943 4.5234
C -5.9966 3.9367 2.8849
C -5.2588 2.6630 2.5396
O -5.9010 1.6815 2.2218
N -3.9080 2.6855 2.5898
C -3.0006 1.6012 2.3154
H -5.3465 4.7292 3.2625
H -6.7687 3.7126 3.6155
H -6.4823 4.3058 1.9822
H -3.4991 3.5889 2.7500
H -3.0340 0.8596 3.1163
H -1.9792 1.9889 2.3366
H -3.0360 1.0922 1.3545
C -2.5209 -2.5108 7.9426
C -1.4002 -1.5296 7.6818
O -0.9113 -0.8890 8.5955
N -1.0429 -1.3330 6.3895
C 0.0494 -0.4308 6.0650
H -3.5007 -2.0455 8.0091
H -2.3252 -2.9959 8.8979
H -2.5288 -3.2951 7.1816
H -1.2828 -2.0871 5.7696
H 0.8846 -0.6391 6.7345
H -0.2344 0.6122 6.1854
H 0.3481 -0.6027 5.0344
*
```

Computed properties:
E_HOMO (eV): -6.97
LUMO level (eV): 1.9
Energy relative to the best compared isomer or geometry (same formula, charge and spin) (kcal per mole): 0.0
Molar mass (g mol⁻¹): 773.7
Frontier orbital gap (eV): 8.84

Mulliken atomic charge list, values in e, 6 entries: 2.194, -0.567, -0.533, -0.532, -0.412, -0.541

---

No. 5
C3H11NO | ωB97M-V with the def2-TZVPD basis set

Structure (ORCA input):
```
! wB97M-V def2-TZVPD RIJCOSX def2/J DEFGRID3
* xyz 1 2
C 0.6487 -0.0030 -1.4050
N 1.9236 1.7435 1.2031
H 0.0402 0.4241 -2.2054
H 0.8203 -1.0720 -1.4723
H 1.5955 0.5179 -1.5018
H 1.8054 2.7452 1.0105
H 2.2177 1.5333 2.1679
H 1.1490 1.1056 0.8478
C -1.2792 -0.1213 0.0957
O 0.0861 0.3218 -0.1471
C -1.3414 -1.6225 0.2036
H -1.5197 0.3673 1.0315
H -1.9036 0.2450 -0.7179
H -2.2420 -1.9218 0.7432
H -1.4128 -2.2008 -0.7201
H -0.5878 -2.0624 0.8664
*
```

Computed properties:
E_HOMO (spin up / spin down) (eV): -14.57 / -14.52
LUMO level (spin up / spin down) (eV): -3.7 / -9.2
Energy relative to the best compared isomer or geometry (same formula, charge and spin) (kcal per mole): 41.5
Molar mass (g mol⁻¹): 77.1
Frontier orbital gap (spin up / spin down) (eV): 10.84 / 5.31

natural (NBO) atomic charge list, values in e, 6 entries: -0.260, -0.351, 0.199, 0.204, 0.188, 0.407